1.
DFT (ωB97M-V/def2-TZVPD) results for a structure of composition C38H59Br22Cl2F3N2O3S.

Last column: Mulliken charge in e.
Element x y z (Å)
C -0.565 2.782 4.103  -1.409
C 0.162 1.832 3.172  0.657
Cl 1.268 0.712 3.974  -0.199
C 0.037 1.785 1.843  -0.255
Cl -1.078 2.902 1.013  -0.161
C 0.893 0.761 1.097  -0.320
C 0.348 -0.394 0.625  0.733
C -1.143 -0.663 0.802  -0.856
C -1.447 -2.015 1.482  -0.193
O -1.144 -3.110 0.639  -0.602
C -2.908 -2.135 1.978  0.641
F -3.751 -1.513 1.114  -0.296
F -3.295 -3.426 1.972  -0.293
F -3.092 -1.665 3.220  -0.266
C 1.226 -1.348 -0.038  -0.991
C 2.543 -1.104 -0.187  -0.021
C 3.463 -2.148 -0.844  -0.517
C 4.240 -2.842 0.344  -0.619
C 3.720 -4.280 0.690  -0.229
C 3.336 -4.329 2.173  0.119
O 2.251 -4.681 2.570  -0.582
O 4.329 -3.979 3.057  -0.458
C 3.171 0.106 0.249  0.653
N 4.462 0.434 0.121  -0.115
S 4.548 1.888 0.798  -0.205
N 2.958 2.187 1.294  -0.551
C 2.305 1.068 0.914  0.457
H -1.109 2.163 4.838  0.382
H 0.203 3.313 4.688  0.211
H -1.219 3.473 3.569  0.462
H -1.644 0.163 1.327  0.395
H -1.564 -0.697 -0.224  0.405
H -0.757 -2.113 2.337  0.439
H -1.333 -2.868 -0.276  0.398
H 0.841 -2.299 -0.404  0.345
H 2.844 -2.852 -1.405  0.358
H 4.214 -1.621 -1.444  0.337
H 5.326 -2.824 0.174  0.280
H 4.080 -2.226 1.244  0.461
H 4.526 -5.010 0.522  0.391
H 2.823 -4.556 0.127  0.238
H 3.874 -3.596 3.822  0.355
Br 1.707 6.649 5.670  -0.146
C 2.936 5.463 4.734  -0.684
C 2.935 5.724 3.251  -0.426
Br 1.354 4.978 2.401  -0.021
H 2.646 4.446 4.986  0.328
H 3.915 5.675 5.159  0.432
H 3.777 5.222 2.776  0.182
H 2.959 6.781 3.003  0.416
Br -7.195 0.514 2.315  -0.125
C -6.343 -0.635 3.638  -0.542
C -6.978 -0.477 4.993  -0.529
Br -6.406 1.173 5.854  -0.136
H -5.285 -0.392 3.632  0.229
H -6.481 -1.648 3.266  0.355
H -6.657 -1.274 5.662  0.378
H -8.063 -0.454 4.956  0.398
Br 4.225 -5.042 -2.460  -0.135
C 2.597 -5.580 -3.384  -0.657
C 2.702 -5.339 -4.865  -0.266
Br 2.484 -3.449 -5.292  -0.123
H 1.777 -5.039 -2.921  0.388
H 2.490 -6.643 -3.176  0.439
H 1.895 -5.845 -5.394  0.314
H 3.655 -5.650 -5.284  0.031
Br 3.462 -8.897 -7.051  -0.128
C 3.259 -7.528 -8.419  -0.584
C 4.584 -6.923 -8.796  -0.315
Br 5.198 -5.673 -7.441  -0.109
H 2.552 -6.799 -8.034  0.399
H 2.817 -8.042 -9.272  0.272
H 4.488 -6.334 -9.705  0.104
H 5.372 -7.659 -8.925  0.396
Br -9.800 5.461 3.317  -0.163
C -8.239 4.300 3.204  -0.533
C -7.261 4.587 4.309  -0.030
Br -6.247 6.212 3.958  -0.139
H -7.816 4.435 2.213  0.428
H -8.629 3.287 3.293  0.228
H -6.518 3.796 4.374  0.190
H -7.737 4.715 5.276  -0.008
Br 1.973 -11.379 -9.631  -0.124
C 1.096 -12.683 -8.484  -0.582
C 1.587 -12.582 -7.065  -0.488
Br 3.349 -13.384 -6.861  -0.117
H 1.266 -13.659 -8.928  0.371
H 0.035 -12.444 -8.539  0.342
H 0.939 -13.145 -6.395  0.354
H 1.665 -11.557 -6.715  0.233
Br -8.225 4.098 7.974  -0.149
C -7.877 5.832 8.788  -0.639
C -9.036 6.771 8.594  -0.572
Br -9.090 7.492 6.784  -0.080
H -6.950 6.203 8.360  0.379
H -7.726 5.623 9.845  0.372
H -8.933 7.642 9.240  0.340
H -9.998 6.301 8.775  0.371
Br 7.781 -0.857 -1.113  -0.102
C 9.079 0.574 -0.885  -0.563
C 8.788 1.392 0.346  -0.638
Br 7.295 2.612 0.057  -0.074
H 9.066 1.161 -1.798  0.364
H 10.041 0.074 -0.791  0.348
H 9.634 2.033 0.588  0.349
H 8.536 0.786 1.211  0.371
Br -8.518 11.936 7.337  -0.124
C -10.150 11.389 6.429  -0.367
C -10.073 11.651 4.949  -0.593
Br -10.324 13.539 4.544  -0.151
H -10.970 11.911 6.912  0.398
H -10.238 10.321 6.623  0.090
H -10.879 11.138 4.428  0.345
H -9.121 11.359 4.515  0.379
Br 4.017 3.961 -0.051  0.259
C 3.819 5.410 -1.390  -0.768
C 5.143 6.042 -1.731  -0.581
Br 5.734 7.247 -0.320  -0.150
H 3.100 6.119 -0.985  0.377
H 3.390 4.922 -2.263  0.414
H 5.058 6.664 -2.620  0.391
H 5.936 5.314 -1.877  0.299
Br 3.182 -3.004 -9.246  -0.093
C 3.312 -3.193 -11.181  -0.647
C 2.122 -3.916 -11.755  -0.537
Br 2.213 -5.836 -11.447  -0.133
H 4.256 -3.690 -11.385  0.370
H 3.352 -2.174 -11.562  0.361
H 2.096 -3.808 -12.838  0.335
H 1.178 -3.578 -11.337  0.371

Atomic forces in eV per Å
0.76 -0.99 0.55
-0.69 0.77 -0.01
-0.50 0.48 -0.17
0.95 -0.87 0.24
0.83 -0.86 0.25
-0.50 1.79 -0.14
0.32 -0.40 0.06
0.00 -0.25 -0.57
0.83 0.20 0.10
-0.12 0.17 -0.07
0.17 -0.85 -0.94
0.07 0.23 0.58
0.07 0.34 0.38
-0.02 0.30 -0.34
-0.83 0.49 0.47
1.65 -0.89 -1.43
0.02 0.63 1.66
-0.48 -0.13 -0.18
0.57 0.60 1.01
-0.42 -0.82 -0.03
0.45 0.52 -0.18
-0.33 0.50 -0.86
-2.14 -0.27 0.30
-1.03 0.64 0.67
-0.71 -3.50 3.28
1.09 -3.06 0.14
0.56 -0.23 -0.33
-0.10 0.35 -0.33
-0.40 0.10 -0.28
0.18 -0.18 0.19
0.24 -0.32 -0.14
-0.14 0.05 0.44
-0.52 -0.08 -0.02
-0.16 -0.01 0.13
0.01 0.33 0.15
0.42 0.16 -0.09
-0.44 -0.30 -0.28
-0.36 -0.19 -0.06
0.22 -0.10 -0.37
-0.41 0.09 -0.01
0.32 0.02 0.16
0.07 -0.43 0.19
-0.04 -0.10 0.00
0.08 0.24 0.14
-0.05 -0.26 -0.21
0.04 0.41 -0.03
0.01 0.01 -0.09
0.00 0.00 -0.05
0.00 -0.01 0.04
0.02 -0.01 0.10
0.08 0.04 0.03
-0.17 -0.08 -0.21
0.18 0.03 0.19
-0.11 0.02 0.02
-0.04 0.01 0.06
-0.01 0.01 0.05
0.03 -0.01 -0.06
0.03 0.01 -0.07
0.11 -0.18 -0.33
0.16 -0.16 0.12
-0.21 0.14 -0.08
0.09 -0.05 0.00
0.01 0.01 -0.06
0.00 0.01 -0.07
0.00 -0.03 0.06
-0.10 0.00 0.12
0.01 0.12 0.17
-0.05 -0.30 -0.07
0.06 0.23 0.02
0.27 -0.07 -0.03
0.07 0.06 -0.06
0.03 0.01 0.00
-0.09 -0.01 0.02
-0.09 -0.06 0.05
0.02 0.02 -0.08
-0.24 -0.08 0.07
0.27 0.03 -0.12
-0.04 0.04 0.07
0.04 0.02 0.05
0.06 0.00 0.06
-0.06 -0.03 -0.06
-0.06 0.01 -0.06
0.01 -0.10 -0.13
-0.12 0.26 -0.07
0.08 -0.26 0.14
-0.01 0.11 0.00
0.05 0.01 0.07
0.02 0.00 0.06
-0.03 0.01 -0.06
-0.02 0.00 -0.09
0.07 -0.01 0.00
-0.05 -0.22 0.10
0.02 0.38 -0.09
-0.01 -0.16 0.03
-0.07 0.04 -0.03
-0.05 0.05 -0.01
0.05 -0.05 0.03
0.06 -0.06 0.00
-0.01 0.08 -0.06
0.00 -0.32 0.05
0.06 0.28 -0.08
0.81 0.10 -0.22
-0.02 0.05 0.07
0.00 0.06 0.05
0.01 -0.03 -0.04
-0.01 -0.05 -0.07
-0.07 0.03 0.03
0.19 -0.19 0.12
-0.23 0.14 -0.10
0.08 -0.03 -0.01
0.01 0.04 -0.09
0.02 0.01 -0.07
0.01 -0.03 0.06
0.00 -0.01 0.08
-0.78 5.42 -3.67
0.22 0.26 0.30
-0.11 0.28 -0.08
0.05 -0.10 0.02
0.07 0.04 -0.05
0.05 -0.09 0.06
0.00 -0.02 0.02
-0.06 -0.02 0.04
-0.01 -0.12 -0.11
-0.10 0.24 0.25
0.10 -0.09 -0.19
-0.09 0.02 0.01
-0.07 -0.04 -0.05
-0.03 -0.04 -0.06
0.03 0.02 0.03
0.06 0.02 0.05

Values from the calculation:
Max |F| ... 0.128 hartree/bohr
Total charge ... 0
Gap between HOMO and LUMO ... 7.634 eV
Spin multiplicity ... 1



2.
DFT (ωB97M-V/def2-TZVPD) results for a structure of composition C38H60As3HfN5O5Si2Te.

Last column: Mulliken charge in e.
Element x y z (Å)
Hf -0.152 -0.405 0.154  1.056
N 3.888 1.146 -1.038  0.305
C 3.017 0.918 -0.066  -0.933
N 1.762 1.293 -0.090  -0.336
C 1.293 1.922 -1.220  0.587
N 0.027 2.188 -1.351  -1.533
N -0.718 1.745 -0.256  2.127
C -1.622 2.537 0.204  -1.873
C -2.417 2.096 1.347  1.086
C -3.367 2.929 1.921  -1.016
C -4.012 2.496 3.072  -0.608
C -3.669 1.264 3.605  -1.004
C -2.713 0.490 2.953  -0.727
N -2.107 0.875 1.835  1.214
C 2.196 2.275 -2.299  0.773
C 1.811 3.006 -3.426  -0.308
C 2.726 3.257 -4.424  -0.974
C 4.038 2.784 -4.319  -0.569
C 4.447 2.075 -3.208  -0.877
C 3.519 1.834 -2.198  -0.193
H 4.813 0.735 -0.979  0.399
H 3.377 0.366 0.797  0.665
H -1.763 3.524 -0.230  0.428
H -3.579 3.893 1.490  0.585
H -4.752 3.118 3.550  0.490
H -4.121 0.899 4.511  0.536
H -2.425 -0.477 3.355  0.480
H 0.801 3.377 -3.492  0.544
H 2.434 3.829 -5.292  0.469
H 4.744 2.983 -5.111  0.448
H 5.461 1.716 -3.118  0.467
C -4.353 -1.199 0.746  -1.319
As -2.604 -1.967 0.337  1.187
C -2.447 -3.352 1.690  -1.284
C -3.179 -2.991 -1.250  -2.631
C -2.147 -3.452 -2.291  3.114
C -0.903 -3.995 -1.611  -1.140
C -1.786 -2.284 -3.219  -1.965
As -1.338 -0.525 -2.468  1.267
C -0.305 0.180 -3.948  -1.460
C -3.003 0.466 -2.651  -1.333
C -2.843 -4.540 -3.131  -2.270
As -2.005 -5.684 -4.546  0.308
C -0.510 -4.623 -5.264  -0.992
C -0.946 -6.905 -3.424  -1.040
H -5.116 -1.877 0.352  0.565
H -4.476 -0.216 0.294  0.315
H -4.489 -1.114 1.824  0.449
H -3.373 -3.937 1.703  0.549
H -2.281 -2.905 2.671  0.315
H -1.596 -3.990 1.457  0.266
H -3.945 -2.369 -1.736  0.528
H -3.708 -3.853 -0.817  0.699
H -0.360 -3.199 -1.086  -0.254
H -0.222 -4.430 -2.337  0.186
H -1.152 -4.768 -0.883  0.496
H -2.622 -2.072 -3.902  0.668
H -0.924 -2.545 -3.839  0.452
H -0.785 -0.136 -4.881  0.615
H 0.712 -0.208 -3.907  0.339
H -0.288 1.266 -3.890  0.397
H -3.363 0.382 -3.680  0.511
H -2.824 1.516 -2.426  0.425
H -3.767 0.079 -1.978  0.287
H -3.717 -4.092 -3.616  0.519
H -3.244 -5.297 -2.448  0.573
H -0.879 -3.758 -5.813  0.300
H -0.002 -5.269 -5.979  0.421
H 0.218 -4.313 -4.517  0.218
H -1.526 -7.194 -2.549  0.299
H 0.005 -6.485 -3.103  0.263
H -0.748 -7.806 -4.002  0.418
O 4.182 -4.780 -0.360  -0.464
C 3.458 -3.865 -0.122  0.007
C 3.355 -2.539 -0.918  -0.139
O 4.229 -1.961 -1.519  -0.597
C 2.007 -2.061 -0.610  1.087
C 1.501 -2.684 0.493  0.160
O 0.375 -2.222 1.009  -0.724
C 2.329 -3.809 0.941  -0.113
O 2.219 -4.470 1.939  -0.577
O 1.308 -1.076 -1.143  -0.180
C -0.802 2.314 5.456  -0.927
Si 0.392 3.213 4.318  0.266
C 1.547 4.305 5.301  -1.205
C -0.509 4.225 3.006  -0.355
C 1.499 1.969 3.398  -0.890
Te 0.738 0.031 2.954  -0.275
C 2.578 -1.008 3.243  -0.331
Si 2.529 -2.076 4.818  0.207
C 4.133 -3.031 4.871  -1.099
C 2.360 -0.881 6.254  -0.993
C 1.050 -3.216 4.708  -0.756
H -1.743 2.852 5.528  0.372
H -0.390 2.250 6.460  0.447
H -1.026 1.296 5.138  0.145
H 1.002 5.102 5.796  0.349
H 2.305 4.768 4.676  0.356
H 2.054 3.730 6.072  0.331
H -1.488 4.557 3.338  0.359
H -0.638 3.655 2.087  -0.411
H 0.065 5.109 2.750  0.471
H 2.366 1.739 4.014  0.683
H 1.852 2.404 2.464  0.392
H 3.336 -0.226 3.319  0.819
H 2.793 -1.604 2.357  -0.193
H 5.002 -2.380 4.841  0.362
H 4.201 -3.728 4.038  0.324
H 4.196 -3.612 5.786  0.376
H 3.230 -0.238 6.347  0.327
H 2.255 -1.418 7.192  0.416
H 1.477 -0.246 6.155  0.141
H 1.080 -3.809 3.796  0.151
H 0.104 -2.672 4.746  0.207
H 1.059 -3.903 5.549  0.508

Atomic forces in eV per Å
-0.06 0.01 -0.07
-0.13 -0.09 0.25
0.24 0.01 -0.21
-0.14 -0.23 -0.05
-0.14 0.24 -0.26
-0.32 0.21 0.16
-0.51 1.05 0.15
0.52 -0.68 -0.48
-0.23 -0.28 0.18
0.12 -0.42 -0.01
0.08 -0.18 -0.01
0.08 0.10 -0.19
-0.09 0.05 -0.05
0.08 0.37 -0.15
0.44 -0.07 0.08
0.10 -0.01 -0.01
0.01 -0.01 0.01
-0.03 -0.05 0.10
-0.25 0.06 0.02
-0.01 0.04 -0.07
-0.12 0.05 0.00
0.00 -0.01 -0.03
0.02 -0.02 -0.02
-0.01 0.16 -0.09
-0.07 0.05 0.05
-0.08 -0.04 0.13
-0.01 0.02 -0.03
-0.09 0.03 -0.01
-0.02 0.02 -0.04
0.05 0.02 -0.05
0.12 -0.04 0.01
-0.07 -0.18 0.08
-0.04 -0.07 -0.11
-0.22 -0.09 -0.01
-0.26 0.02 0.05
-0.04 0.12 -0.03
0.17 0.10 0.11
-0.03 0.08 -0.21
-0.08 0.06 0.03
-0.12 -0.05 -0.16
-0.01 -0.06 -0.18
-0.05 -0.05 -0.02
0.01 0.01 0.03
-0.05 -0.04 -0.01
-0.03 0.04 -0.05
0.10 0.12 0.07
0.03 0.00 -0.02
0.03 -0.01 -0.09
0.20 0.10 0.03
-0.01 -0.01 -0.05
-0.04 0.03 0.00
0.10 -0.13 0.09
0.14 0.16 -0.11
-0.12 -0.13 -0.07
0.05 -0.01 -0.04
-0.01 -0.07 0.03
0.15 -0.07 0.09
-0.11 0.01 0.09
0.12 0.08 0.15
-0.02 -0.01 0.02
-0.01 -0.06 0.00
0.02 0.01 0.12
0.03 0.02 0.00
0.02 -0.01 0.00
0.04 -0.03 0.01
0.01 -0.01 -0.03
-0.02 0.02 -0.02
0.01 -0.02 -0.01
0.04 0.02 0.06
-0.04 -0.02 0.04
0.04 0.04 0.02
0.01 0.01 -0.02
0.00 0.24 0.21
0.01 -0.33 -0.28
0.37 0.27 -0.01
-0.21 -0.25 -0.01
-0.08 -0.23 0.00
-0.12 -0.12 0.04
0.04 -0.06 0.02
0.25 0.05 0.26
0.04 -0.08 -0.34
-0.08 -0.05 0.11
0.11 0.02 -0.16
0.00 0.10 0.07
-0.19 -0.23 -0.10
0.17 -0.20 0.09
-0.06 0.03 -0.13
0.01 0.03 0.61
0.05 0.06 -0.16
-0.01 -0.15 0.17
-0.24 0.15 -0.06
-0.10 -0.10 -0.25
0.07 0.22 -0.02
-0.15 0.12 0.04
0.10 -0.02 0.17
-0.01 -0.03 -0.05
-0.13 0.16 0.10
0.12 0.07 -0.15
0.07 -0.08 0.10
-0.15 0.06 0.09
0.07 0.02 0.03
0.17 0.18 -0.02
0.09 0.02 0.10
0.07 0.02 -0.04
0.05 0.00 -0.01
0.00 -0.01 0.00
0.13 0.14 0.00
-0.02 -0.09 -0.12
0.00 -0.12 0.19
0.20 0.13 0.00
-0.01 -0.14 0.17
-0.06 0.03 -0.03
0.00 -0.02 -0.04
-0.03 0.05 0.01
0.00 -0.12 0.17

Values from the calculation:
Max |F| ... 0.023 hartree/bohr
Total charge ... +2
Relative energy (zero: lowest compared OMol25 entry of this formula, charge and spin) ... 13.1 kcal per mole
Gap between HOMO and LUMO ... 5.844 eV
Spin multiplicity ... 1